## A
{
  "formula": "C2H13O5",
  "method": "ωB97M-V/def2-TZVPD",
  "orbital_gap_ev": 9.2,
  "e_homo_ev": -5.34,
  "lumo_ev": 3.9,
  "charge": -1,
  "symbols": ["C", "O", "C", "H", "H", "H", "H", "H", "H", "H", "O", "H", "H", "O", "H", "H", "O", "H", "H", "O"],
  "coordinates": [[-1.4367, 1.8207, 1.0426], [-0.6585, 0.7721, 1.6892], [-2.1152, 1.2976, -0.2649], [-0.5629, 2.3962, 0.7110], [-2.0498, 2.2635, 1.8312], [-2.1505, 2.1965, -0.8907], [-3.0990, 0.8392, -0.1552], [-1.3634, 0.6540, -0.7126], [0.5434, -1.6058, -2.0321], [1.1613, -1.2729, -0.4751], [0.3774, -0.8732, -1.4174], [1.2678, 0.5534, -1.9302], [2.6940, 0.1600, -1.5627], [2.2172, 0.8239, -2.0464], [0.2111, -2.0381, 1.0702], [1.8281, -0.8072, 0.9784], [1.8746, -1.5485, 0.3769], [-0.7680, -0.1060, 1.2323], [-0.9121, -1.4968, 0.1196], [-0.7354, -1.7804, 1.0470]],
  "mulliken_charge": [-0.184, -0.560, -0.838, 0.220, 0.261, 0.343, 0.254, 0.152, 0.195, 0.424, -0.933, 0.399, 0.292, -0.706, 0.408, 0.291, -0.928, 0.363, 0.376, -0.826]
}

***

## B
{
  "formula": "C2H13O5",
  "method": "ωB97M-V/def2-TZVPD",
  "orbital_gap_ev": 8.7,
  "e_homo_ev": -4.99,
  "lumo_ev": 3.7,
  "charge": -1,
  "symbols": ["C", "O", "C", "H", "H", "H", "H", "H", "H", "H", "O", "H", "H", "O", "H", "H", "O", "H", "H", "O"],
  "coordinates": [[-1.3069, -0.1007, -1.8230], [-1.5029, -1.4207, -2.3347], [-1.4674, -0.0079, -0.3447], [-2.0746, 0.4225, -2.4131], [-0.3496, 0.3034, -2.1699], [-1.2625, -0.9175, 0.2206], [-2.4771, 0.2699, 0.0014], [-0.8529, 0.7163, 0.1938], [1.3462, 2.4822, 1.0995], [1.8774, 0.4423, 1.0860], [1.7182, 1.7264, 1.5579], [0.5038, 1.4619, 2.6079], [-0.8368, 2.1745, 2.4254], [-0.3841, 1.6496, 3.0914], [1.3792, -1.7025, -0.4345], [1.9441, -0.9637, 1.7345], [1.8866, -0.6138, 0.8429], [-0.7700, -2.0191, -2.1360], [1.5799, -1.7735, -1.9541], [1.0493, -2.1293, -1.2513]],
  "mulliken_charge": [-0.220, -0.561, -0.786, 0.287, 0.230, 0.305, 0.323, 0.147, 0.174, 0.398, -1.027, 0.428, 0.237, -0.703, 0.389, 0.234, -0.793, 0.325, 0.293, -0.680]
}

***

## C
{
  "formula": "C2H13O5",
  "method": "ωB97M-V/def2-TZVPD",
  "orbital_gap_ev": 9.5,
  "e_homo_ev": -5.59,
  "lumo_ev": 3.9,
  "charge": -1,
  "symbols": ["C", "O", "C", "H", "H", "H", "H", "H", "H", "H", "O", "H", "H", "O", "H", "H", "O", "H", "H", "O"],
  "coordinates": [[-1.5837, 0.7985, -1.7169], [-0.2632, 1.2782, -1.6531], [-2.1240, 0.2824, -0.3524], [-1.5974, -0.0775, -2.3753], [-2.2600, 1.5672, -2.1062], [-2.3199, -0.7968, -0.3939], [-2.9993, 0.7927, 0.0436], [-1.3308, 0.3136, 0.3926], [0.8934, -0.5259, 2.5012], [1.7658, -0.4089, 0.6080], [0.4878, -0.5188, 1.6268], [0.6009, -2.0792, 1.1101], [1.8586, -2.6222, 0.5772], [0.9982, -2.9719, 0.8513], [1.7122, 1.8284, 0.3975], [2.1187, -0.7006, -0.8566], [2.5511, -0.4169, -0.0426], [-0.0280, 1.4748, -0.7172], [0.6759, 0.9326, 1.2915], [0.8438, 1.8504, 0.8144]],
  "mulliken_charge": [-0.199, -0.551, -0.638, 0.256, 0.211, 0.236, 0.264, 0.033, 0.142, 0.351, -1.020, 0.414, 0.310, -0.745, 0.311, 0.317, -0.749, 0.437, 0.486, -0.866]
}

***

Which of them is most stable? Easy: C.

***

## A
{
  "formula": "C3H5N2O2",
  "method": "ωB97M-V/def2-TZVPD",
  "orbital_gap_ev": 10.0,
  "smiles": "O=C/N=C\\[NH+]=C\\O",
  "e_homo_ev": -15.07,
  "lumo_ev": -5.1,
  "charge": 1,
  "symbols": ["C", "C", "C", "N", "N", "O", "O", "H", "H", "H", "H", "H"],
  "coordinates": [[1.6138, -1.1699, -0.1076], [1.0584, 1.0890, -0.0597], [-0.9169, -0.1777, 0.3348], [1.8733, 0.1761, 0.2483], [-0.2732, 0.8133, -0.1910], [0.5212, -1.7144, -0.1347], [-2.0322, -0.5242, -0.0948], [2.5347, -1.6238, -0.6266], [1.4468, 2.0952, -0.2452], [-0.4158, -0.7202, 1.1593], [-0.9297, 1.4763, -0.8626], [-2.3723, -1.2196, 0.5054]],
  "mulliken_charge": [0.276, 0.034, 0.031, -0.425, -0.174, -0.463, -0.354, 0.371, 0.386, 0.499, 0.392, 0.428]
}

***

## B
{
  "formula": "C3H5N2O2",
  "method": "ωB97M-V/def2-TZVPD",
  "orbital_gap_ev": [8.7, 8.4],
  "e_homo_ev": [-14.73, -14.58],
  "lumo_ev": [-6.0, -6.2],
  "charge": 1,
  "symbols": ["C", "C", "C", "N", "N", "O", "O", "H", "H", "H", "H", "H"],
  "coordinates": [[-0.9640, 0.2272, -1.1806], [-0.7918, 0.2190, 0.3805], [1.2088, -0.6827, 0.0864], [-0.1160, -0.7661, -1.6994], [0.6467, 0.5088, 0.7344], [-1.7792, 0.8174, -1.7689], [0.8717, -1.1265, -1.0305], [-1.3776, 0.8934, 0.9259], [-1.0063, -0.8300, 0.8128], [1.9139, -1.2129, 0.5696], [0.8305, 1.4104, 0.3567], [0.5633, 0.5419, 1.8132]],
  "mulliken_charge": [0.490, -0.662, -0.169, -0.272, -0.120, -0.375, 0.053, 0.429, 0.388, 0.479, 0.338, 0.420]
}

***

## C
{
  "formula": "C3H5N2O2",
  "method": "ωB97M-V/def2-TZVPD",
  "orbital_gap_ev": [7.6, 7.6],
  "smiles": "O=C=NCC[NH+]=O",
  "e_homo_ev": [-15.13, -15.13],
  "lumo_ev": [-7.5, -7.5],
  "charge": 1,
  "symbols": ["C", "C", "C", "N", "N", "O", "O", "H", "H", "H", "H", "H"],
  "coordinates": [[3.2053, -0.1875, -0.1058], [0.7611, -0.7105, 0.2759], [-0.2624, 0.3513, -0.4091], [2.0098, -0.0722, -0.0807], [0.0183, 1.5651, 0.1893], [4.3422, -0.1156, -0.0537], [1.0921, 2.0560, -0.0087], [0.5061, -0.7321, 1.3004], [0.7403, -1.7363, -0.1643], [0.0434, 0.4662, -1.5156], [-1.2304, -0.1605, -0.4184], [-0.6041, 2.0885, 0.9227]],
  "mulliken_charge": [0.442, -0.484, -0.375, -0.176, 0.274, -0.300, -0.164, 0.346, 0.367, 0.291, 0.414, 0.365]
}

***

Which of them is most stable? Easy: A.

***

## A
{
  "formula": "C6H12",
  "method": "ωB97M-V/def2-TZVPD",
  "orbital_gap_ev": 10.8,
  "smiles": "C[C@H]1[C@@H](C)[C@H]1C",
  "e_homo_ev": -9.67,
  "lumo_ev": 1.2,
  "charge": 0,
  "symbols": ["C", "C", "C", "C", "C", "C", "H", "H", "H", "H", "H", "H", "H", "H", "H", "H", "H", "H"],
  "coordinates": [[1.1095, 1.5006, 0.0983], [-0.3344, 1.1262, 0.3262], [-0.9848, 0.0796, -0.6056], [-0.2128, -0.6984, -1.6794], [-0.7766, -0.1894, 0.8983], [0.1717, -1.2995, 1.2784], [1.1611, 2.2294, -0.7180], [1.6889, 0.6255, -0.2003], [1.5933, 1.9405, 0.9787], [-0.9249, 1.9733, 0.6970], [-1.9898, 0.2479, -0.9829], [-0.2621, -1.7827, -1.5000], [0.8390, -0.4184, -1.8299], [-0.7056, -0.5421, -2.6515], [-1.6136, -0.0979, 1.6016], [1.0265, -1.3128, 0.5988], [-0.3484, -2.2588, 1.1740], [0.5489, -1.2266, 2.3056]],
  "mulliken_charge": [-1.404, 0.094, -0.019, -1.317, 0.079, -1.423, 0.335, 0.266, 0.354, 0.362, 0.376, 0.254, 0.311, 0.373, 0.362, 0.305, 0.336, 0.355]
}

***

## B
{
  "formula": "C6H12",
  "method": "ωB97M-V/def2-TZVPD",
  "orbital_gap_ev": 9.9,
  "smiles": "C/C=C/CCC",
  "e_homo_ev": -8.84,
  "lumo_ev": 1.1,
  "charge": 0,
  "symbols": ["C", "C", "C", "C", "C", "C", "H", "H", "H", "H", "H", "H", "H", "H", "H", "H", "H", "H"],
  "coordinates": [[1.1705, 2.2674, 0.4136], [-0.2600, 1.9741, 0.0358], [-0.8663, 0.6520, 0.4975], [-0.0531, -0.4713, -0.0901], [-0.5647, -1.7797, -0.0930], [0.0632, -3.0310, -0.5712], [1.5770, 1.3006, 0.7721], [1.6450, 2.5080, -0.6744], [1.4196, 3.0950, 1.1443], [-0.8362, 2.8298, 0.4005], [-0.3487, 2.0555, -1.0624], [-0.9699, 0.5952, 1.6230], [-1.8700, 0.6959, 0.0562], [1.0524, -0.5422, -0.1525], [-1.6327, -1.9853, -0.0598], [0.9851, -3.4181, -0.0842], [-0.6421, -3.9033, -0.4455], [0.1309, -2.8426, -1.7102]],
  "mulliken_charge": [-0.822, -0.619, -0.285, -0.205, -0.257, -1.075, 0.206, 0.171, 0.320, 0.354, 0.320, 0.232, 0.275, 0.249, 0.277, 0.307, 0.300, 0.252]
}

***

Which of them is most stable? Easy: A.

***

## A
{
  "formula": "C6H12",
  "method": "ωB97M-V/def2-TZVPD",
  "orbital_gap_ev": 10.8,
  "smiles": "CC[C@H]1C[C@H]1C",
  "e_homo_ev": -9.56,
  "lumo_ev": 1.2,
  "charge": 0,
  "symbols": ["C", "C", "C", "C", "C", "C", "H", "H", "H", "H", "H", "H", "H", "H", "H", "H", "H", "H"],
  "coordinates": [[-0.6288, 1.0113, -1.8854], [-1.0299, 0.5252, -0.5027], [0.0069, 0.7573, 0.5812], [-0.2279, -0.0401, 1.8171], [0.9856, -0.3277, 0.9440], [1.1417, -1.5464, 0.0492], [-0.3573, 2.0720, -1.8490], [0.2348, 0.4548, -2.2647], [-1.4543, 0.8943, -2.5954], [-1.3120, -0.5349, -0.5396], [-1.9356, 1.0498, -0.1704], [0.3022, 1.8033, 0.6812], [-0.9959, -0.8012, 1.8650], [-0.0163, 0.4840, 2.7493], [1.7529, -0.1592, 1.6867], [1.8213, -2.2771, 0.4939], [1.5360, -1.3295, -0.9579], [0.1763, -2.0358, -0.1026]],
  "mulliken_charge": [-1.143, -0.538, 0.011, -0.825, 0.041, -1.308, 0.304, 0.245, 0.348, 0.269, 0.346, 0.381, 0.244, 0.288, 0.438, 0.380, 0.241, 0.280]
}

***

## B
{
  "formula": "C6H12",
  "method": "ωB97M-V/def2-TZVPD",
  "orbital_gap_ev": 9.7,
  "smiles": "C/C=C(\\C)CC",
  "e_homo_ev": -8.65,
  "lumo_ev": 1.1,
  "charge": 0,
  "symbols": ["C", "C", "C", "C", "C", "C", "H", "H", "H", "H", "H", "H", "H", "H", "H", "H", "H", "H"],
  "coordinates": [[-2.3815, -0.8319, -0.0190], [-1.2245, -0.1542, 0.7269], [0.0559, -0.0997, -0.1054], [1.1770, -0.5951, 0.4400], [2.5736, -0.1001, 0.2467], [0.1452, 1.1408, -0.9745], [-2.8456, -0.1738, -0.7462], [-3.1919, -1.0726, 0.6796], [-2.0265, -1.6965, -0.6083], [-1.5490, 0.8900, 0.8531], [-1.0853, -0.5078, 1.7505], [1.0203, -1.4970, 1.0170], [2.5459, 0.9976, 0.1478], [3.3281, -0.3239, 1.0000], [2.9929, -0.3768, -0.7364], [-0.8478, 1.5369, -1.1992], [0.5581, 0.9506, -1.9808], [0.7552, 1.9136, -0.4918]],
  "mulliken_charge": [-1.079, -0.708, 0.785, -0.341, -1.123, -1.458, 0.270, 0.325, 0.332, 0.295, 0.420, 0.371, 0.246, 0.335, 0.272, 0.376, 0.337, 0.346]
}

***

## C
{
  "formula": "C6H12",
  "method": "ωB97M-V/def2-TZVPD",
  "orbital_gap_ev": 8.5,
  "e_homo_ev": -8.10,
  "lumo_ev": 0.4,
  "charge": 0,
  "symbols": ["C", "C", "C", "C", "C", "C", "H", "H", "H", "H", "H", "H", "H", "H", "H", "H", "H", "H"],
  "coordinates": [[2.1546, 0.0841, 0.9920], [1.2176, 0.8649, 0.1465], [-0.1190, 1.0353, 0.7723], [-1.2907, 0.8482, -0.2047], [-1.4860, -0.6212, -0.5919], [-0.2559, -1.2240, -1.2899], [1.7233, -0.5127, 1.8138], [2.8079, 0.8556, 1.4335], [2.8274, -0.5282, 0.3819], [0.3995, -0.4364, -1.6831], [-0.0909, 2.1032, 1.0589], [-0.3022, 0.4519, 1.6948], [-2.2094, 1.2326, 0.2549], [-1.0965, 1.4426, -1.1058], [-1.7260, -1.2007, 0.3098], [-2.3652, -0.6966, -1.2425], [0.3472, -1.8349, -0.6088], [-0.5359, -1.8636, -2.1317]],
  "mulliken_charge": [-1.040, -0.222, -0.383, -0.812, -0.367, -1.102, 0.319, 0.397, 0.314, 0.378, 0.309, 0.350, 0.340, 0.330, 0.321, 0.306, 0.233, 0.329]
}

***

Which of them is most stable? Easy: A.

***

## A
{
  "formula": "C6H12",
  "method": "ωB97M-V/def2-TZVPD",
  "orbital_gap_ev": 11.4,
  "smiles": "CCCC1CC1",
  "e_homo_ev": -10.09,
  "lumo_ev": 1.3,
  "charge": 0,
  "symbols": ["C", "C", "C", "C", "C", "C", "H", "H", "H", "H", "H", "H", "H", "H", "H", "H", "H", "H"],
  "coordinates": [[-1.6267, 0.5573, 0.9729], [-1.3961, -0.8745, 0.4962], [0.1042, -1.1246, 0.3664], [0.7635, -0.3503, -0.7665], [2.0350, 0.4280, -0.5357], [0.8067, 1.1202, -1.0262], [-1.1101, 1.2479, 0.3113], [-1.1816, 0.7100, 1.9624], [-2.6794, 0.8463, 0.9930], [-1.8642, -1.6112, 1.1677], [-1.8551, -1.0320, -0.4884], [0.2926, -2.1784, 0.1361], [0.6046, -0.9565, 1.3324], [0.7104, -0.8914, -1.7032], [2.3375, 0.5277, 0.5062], [2.8512, 0.3358, -1.2407], [0.8803, 1.3870, -2.0756], [0.3271, 1.8587, -0.4083]],
  "mulliken_charge": [-0.926, -0.356, -0.937, 0.086, -0.677, -0.571, 0.087, 0.291, 0.355, 0.311, 0.279, 0.298, 0.357, 0.362, 0.240, 0.274, 0.192, 0.334]
}

***

## B
{
  "formula": "C6H12",
  "method": "ωB97M-V/def2-TZVPD",
  "orbital_gap_ev": 10.5,
  "smiles": "C=CC.C=CC",
  "e_homo_ev": -9.39,
  "lumo_ev": 1.1,
  "charge": 0,
  "symbols": ["C", "C", "C", "H", "H", "H", "H", "H", "H", "C", "C", "C", "H", "H", "H", "H", "H", "H"],
  "coordinates": [[-1.7684, 1.0329, 1.9408], [-2.3094, 0.5574, 0.6418], [-3.0516, 1.3737, -0.1353], [-2.0854, 2.0742, 2.0642], [-2.0335, 0.5638, 2.8917], [-0.6869, 1.1398, 1.8276], [-2.3347, -0.5208, 0.4939], [-3.4073, 1.0489, -1.1036], [-3.5618, 2.1628, 0.4124], [1.3836, -1.4442, -1.3030], [2.4002, -0.4430, -0.8243], [3.6751, -0.8542, -0.6575], [0.8211, -1.2134, -2.2075], [1.8787, -2.4160, -1.3967], [0.6057, -1.5806, -0.5323], [2.1199, 0.5634, -0.5232], [4.5382, -0.2598, -0.4011], [3.8166, -1.7850, -1.1878]],
  "mulliken_charge": [-0.951, 0.043, -0.788, 0.295, 0.301, 0.206, 0.359, 0.284, 0.253, -0.866, 0.130, -0.797, 0.277, 0.287, 0.165, 0.309, 0.289, 0.204]
}

***

Which of them is most stable? Easy: A.

***

## A
{
  "formula": "C4H3NO",
  "method": "ωB97M-V/def2-TZVPD",
  "orbital_gap_ev": 8.8,
  "smiles": "N#C/C=C\\C=O",
  "e_homo_ev": -9.95,
  "lumo_ev": -1.1,
  "charge": 0,
  "symbols": ["C", "C", "C", "C", "H", "H", "H", "N", "O"],
  "coordinates": [[-1.4031, -0.4758, -0.2122], [-0.9439, 1.0950, -0.0912], [0.4195, 1.3560, 0.1338], [1.2401, 0.2120, 0.0457], [-2.5803, -0.7484, -0.1234], [-1.9137, 1.7822, -0.0387], [0.6922, 2.4368, 0.2252], [1.8530, -0.7746, -0.1783], [-0.6306, -1.3964, 0.2410]],
  "mulliken_charge": [0.063, -0.099, -0.379, 0.357, 0.281, 0.272, 0.337, -0.396, -0.436]
}

***

## B
{
  "formula": "C4H3NO",
  "method": "ωB97M-V/def2-TZVPD",
  "orbital_gap_ev": 10.5,
  "e_homo_ev": -10.43,
  "lumo_ev": 0.1,
  "charge": 0,
  "symbols": ["O", "C", "C", "C", "C", "N", "H", "H", "H"],
  "coordinates": [[1.0590, 1.0618, 1.4456], [-0.1099, 0.3191, 1.2014], [-0.3224, -0.0339, -0.2122], [-0.3778, -0.4484, -1.3479], [-0.7900, -0.4390, -3.0760], [-0.2153, -1.3229, -2.4562], [1.8123, 0.5719, 1.0932], [-0.9405, 0.9167, 1.5812], [-0.1155, -0.6253, 1.7709]],
  "mulliken_charge": [-0.495, -0.579, -0.219, 0.729, -0.045, -0.253, 0.322, 0.289, 0.251]
}

***

Which of them is most stable? Easy: A.